(1)
# C35H47N8O5

8 unconnected molecules or ions with the total composition C35H47N8O5 (wB97M-V/def2-TZVPD, the Open Molecules 2025 dataset).

```
! wB97M-V def2-TZVPD RIJCOSX def2/J DEFGRID3
* xyz -1 1
C 6.85603 -1.95074 0.56263
O 6.27195 -3.21171 0.36789
C 5.20573 -3.47194 1.29064
C 4.21025 -4.41424 0.65252
N 3.37848 -3.83020 -0.40675
C 2.76600 -2.54394 -0.15933
C 1.67233 -2.62243 0.89019
O 0.53946 -1.80101 0.41657
C -0.52916 -2.01090 1.19138
O -0.86220 -1.29215 2.09489
C 3.34589 -5.10738 1.74405
O 2.99561 -6.27623 1.50219
O 3.09948 -4.38800 2.74659
H 7.24938 -1.83542 1.57515
H 7.67625 -1.86618 -0.14535
H 6.13583 -1.15419 0.36313
H 5.60473 -3.95663 2.18104
H 4.75877 -2.53510 1.61976
H 4.79464 -5.19894 0.17916
H 3.88639 -3.81028 -1.27605
H 2.28091 -2.22810 -1.08089
H 3.46413 -1.74003 0.10677
H 1.34537 -3.64986 1.00862
H 1.97980 -2.24433 1.85682
H -1.13045 -2.88338 0.91001
N -1.77716 2.41604 0.83300
C -2.61919 3.42179 0.41504
C -3.80735 2.84341 0.05257
C -3.67049 1.44197 0.25018
C -2.40981 1.21145 0.73183
H -0.83598 2.53444 1.16398
H -2.30372 4.45390 0.42162
H -4.67360 3.36750 -0.31601
H -4.40860 0.68413 0.06047
H -1.91049 0.30138 1.01323
N -6.52775 -0.85645 -1.08152
C -6.02442 -0.15520 -2.14348
C -6.27900 -0.87574 -3.27889
C -6.95802 -2.06217 -2.88536
C -7.09271 -2.02166 -1.52426
H -6.48141 -0.56715 -0.12239
H -5.52766 0.78868 -2.00333
H -6.00049 -0.59062 -4.27916
H -7.29820 -2.85750 -3.52659
H -7.53878 -2.71789 -0.83545
N -5.51436 -6.23494 0.90620
C -6.39987 -5.26809 0.52100
C -7.57337 -5.88549 0.17879
C -7.38539 -7.28245 0.36605
C -6.10438 -7.46443 0.81430
H -4.57139 -6.06829 1.20558
H -6.11934 -4.22927 0.52214
H -8.46662 -5.39338 -0.16843
H -8.10669 -8.06237 0.18965
H -5.56541 -8.35883 1.07388
N -0.42021 3.64812 -2.11964
C -0.21291 4.86689 -2.70404
C 0.93736 4.79264 -3.44242
C 1.43572 3.46527 -3.30957
C 0.57655 2.78382 -2.48791
H -1.18801 3.43899 -1.49917
H -0.89699 5.67995 -2.52992
H 1.37474 5.59598 -4.01133
H 2.32534 3.06001 -3.76098
H 0.59019 1.76694 -2.13336
N 0.48547 5.21872 0.57815
C 1.16291 6.29649 0.09086
C 1.17224 7.26499 1.05931
C 0.45889 6.74787 2.17873
C 0.05290 5.48187 1.84889
H 0.32535 4.36987 0.06556
H 1.57502 6.27881 -0.90274
H 1.62666 8.23743 0.97302
H 0.26297 7.24705 3.11275
H -0.50726 4.74878 2.40576
N 10.53250 -2.37331 -2.12359
C 9.54422 -3.29860 -2.31732
C 9.53358 -3.62622 -3.64596
C 10.55748 -2.86729 -4.27812
C 11.15499 -2.10301 -3.31199
H 10.76167 -1.95416 -1.24241
H 8.93669 -3.64217 -1.49668
H 8.86532 -4.32931 -4.11300
H 10.82203 -2.88023 -5.32212
H 11.96404 -1.39544 -3.36784
N -3.73597 4.75736 3.37337
C -3.38019 6.03303 3.03230
C -4.00145 6.88906 3.90168
C -4.75682 6.09502 4.80845
C -4.57232 4.78489 4.45484
H -3.43610 3.92641 2.89471
H -2.72056 6.21963 2.20209
H -3.92167 7.96298 3.89124
H -5.36582 6.44595 5.62447
H -4.96255 3.87551 4.87768
*
```

Calculated values
**Molecular weight**: 659.81 g mol⁻¹
**E**: -59214.6555 eV
**HOMO-LUMO gap**: 6.7 eV
**HOMO level**: -4.7028 eV

=====

(2)
# C35H48GeIP2Pt

A molecular structure, C35H48GeIP2Pt (wB97M-V/def2-TZVPD, the Open Molecules 2025 dataset).

```
! wB97M-V def2-TZVPD RIJCOSX def2/J DEFGRID3
* xyz 3 1
Pt -0.79709 0.85648 1.15503
I 1.04392 -0.71692 0.29762
C 2.69449 -0.20081 1.50761
C 3.86832 -0.24109 0.80417
C 5.09402 -0.06535 1.46925
C 5.09278 0.14070 2.81499
C 3.88406 0.20118 3.55401
C 3.95184 0.38554 4.95785
C 2.82936 0.41113 5.73346
C 1.57976 0.29769 5.11159
C 1.46012 0.15894 3.74088
P -0.23862 0.09455 3.23546
C -0.89976 -1.50588 3.58620
C -0.04371 -2.60913 3.43240
C -0.49734 -3.87605 3.74319
C -1.79392 -4.04969 4.22189
C -2.63401 -2.95736 4.40518
C -2.19566 -1.68275 4.08872
C -1.30783 1.43895 3.69519
C -2.55849 1.46558 3.02238
C -3.37452 2.59980 3.13589
C -2.97548 3.65260 3.92756
C -1.73281 3.62273 4.58322
C -0.88638 2.54623 4.44523
C 2.62231 0.05130 2.90882
H 3.87254 -0.41738 -0.26597
H 6.01708 -0.10691 0.90710
H 6.02657 0.26076 3.35120
H 4.93113 0.48716 5.41166
H 2.89247 0.52214 6.80708
H 0.68932 0.32329 5.73384
H 0.97596 -2.47662 3.09601
H 0.16037 -4.72894 3.63249
H -2.14247 -5.04314 4.47691
H -3.62579 -3.09752 4.81548
H -2.84554 -0.83756 4.27711
H -2.97114 0.56858 2.58345
H -4.34408 2.61236 2.65334
H -3.62773 4.50746 4.06059
H -1.43974 4.45821 5.20770
H 0.08274 2.54708 4.92917
C -4.67126 -0.94028 1.32504
C -4.32454 0.13018 0.28284
C -5.41779 0.20158 -0.78839
P -2.61025 -0.06873 -0.37225
C -2.26715 -1.80232 -0.88898
C -2.10809 -2.78572 0.27075
C -3.25417 -2.33641 -1.93282
C -2.55147 0.92133 -1.91918
C -2.80207 2.38919 -1.58714
C -1.24084 0.73823 -2.68586
H -5.52922 -0.61428 1.91618
H -3.85073 -1.17897 2.00683
H -4.95800 -1.87133 0.83312
H -4.27939 1.10743 0.77669
H -5.53357 -0.74677 -1.31162
H -5.24808 0.98508 -1.52726
H -6.36796 0.42148 -0.29774
H -1.29196 -1.69944 -1.38118
H -3.06415 -3.00820 0.74449
H -1.42858 -2.42477 1.04552
H -1.71132 -3.72760 -0.11338
H -4.22153 -2.55515 -1.47963
H -2.86814 -3.27234 -2.33886
H -3.40945 -1.65572 -2.77019
H -3.37118 0.54572 -2.53469
H -2.00073 2.76821 -0.95069
H -3.75246 2.55730 -1.07689
H -2.80527 2.98770 -2.49959
H -0.37433 1.01472 -2.07862
H -1.23702 1.39592 -3.55681
H -1.10385 -0.27817 -3.05400
C -1.37505 4.93259 0.87769
Ge 0.34055 4.07534 0.57851
C 1.73881 5.02790 1.55155
C 0.81012 3.82389 -1.28845
C 0.71083 2.29072 1.51018
H -1.28936 5.93843 0.45964
H -1.58393 5.03585 1.93861
H -2.21495 4.44378 0.39085
H 1.80212 6.03578 1.13427
H 2.71098 4.54934 1.43399
H 1.49760 5.10873 2.61193
H 0.91128 4.80612 -1.75411
H 0.06000 3.27011 -1.85071
H 1.77178 3.31601 -1.37825
H 0.92952 2.47284 2.55913
H 1.64106 1.94984 1.05614
*
```

Calculated values
**Molecular weight**: 925.31 g mol⁻¹
**E**: -123489.1820 eV
**HOMO-LUMO gap**: 6.2 eV
**Energy relative to the best compared isomer or geometry (same formula, charge and spin)**: 0.00 kcal per mole
**HOMO level**: -16.9378 eV

=====

(3)
# C35H48N3O2ReSSbSe4Te

A molecular structure, C35H48N3O2ReSSbSe4Te (wB97M-V/def2-TZVPD, the Open Molecules 2025 dataset).

```
! wB97M-V def2-TZVPD RIJCOSX def2/J DEFGRID3
* xyz 2 2
Re -0.51730 0.56630 -0.41080
Se 1.85000 -0.34770 -1.35880
Sb 2.70570 -2.86640 -1.06270
Se 2.87360 0.04870 0.74850
Se 0.62100 -3.24660 0.64250
Se 4.24640 -1.88900 0.69360
C -3.16350 3.84250 3.43620
C -2.16290 4.96010 3.16880
C -0.72950 4.44720 3.23070
N -0.45590 3.60900 2.07030
C 0.53350 2.76910 1.87070
S 0.91850 2.32980 0.23730
N 1.31850 2.29100 2.84980
C 0.97440 1.95660 4.20160
O 1.81630 2.04450 5.04420
C -0.39090 1.44040 4.40400
C -1.08260 0.71200 3.43590
C -2.32570 0.18610 3.73720
C -2.88990 0.37860 4.98940
C -2.19550 1.08240 5.96280
C -0.94530 1.59460 5.67820
H -4.16990 4.17520 3.20300
H -3.13430 3.55270 4.48440
H -2.93710 2.96710 2.83010
H -2.28310 5.74010 3.92020
H -2.33890 5.41850 2.19280
H -0.57270 3.88810 4.15220
H -0.02180 5.28360 3.20560
H -0.98810 3.85850 1.24160
H 2.27920 2.06000 2.60570
H -0.65840 0.51170 2.45390
H -2.84920 -0.38400 2.98440
H -3.86950 -0.01810 5.21030
H -2.62100 1.22080 6.94480
H -0.37910 2.12830 6.42620
C -1.75750 2.19970 -2.84380
C -2.26020 2.89350 -1.57430
C -3.66960 3.45130 -1.79400
C -2.33300 1.89930 -0.40360
H -1.85280 2.86380 -3.69850
H -2.34340 1.30150 -3.03390
H -0.69920 1.92180 -2.75750
H -1.57870 3.71480 -1.33360
H -4.31710 2.66170 -2.16780
H -3.66770 4.26060 -2.51680
H -4.08360 3.82470 -0.86040
H -2.44610 2.44270 0.54070
H -3.26030 1.33940 -0.55440
C -4.04930 -1.25500 -0.13680
C -2.90190 -1.27420 -1.11140
O -2.98630 -1.76530 -2.21660
N -1.72620 -0.69110 -0.68300
Te -1.66520 -3.70050 -0.19560
C -1.43160 -5.71550 0.48420
C -0.63130 -6.64810 -0.17210
C 0.22300 -6.30200 -1.35490
C -0.56610 -7.93650 0.34780
C -1.24610 -8.30130 1.49940
C -1.17250 -9.69490 2.02520
C -1.97610 -7.32390 2.17300
C -2.06740 -6.03150 1.68930
C -2.79790 -4.97480 2.46280
C -2.03060 -4.17140 -2.24550
C -3.23710 -4.85680 -2.38110
C -4.04280 -5.32280 -1.20730
C -3.72390 -5.07550 -3.65940
C -3.06340 -4.60060 -4.78290
C -3.63330 -4.79550 -6.14420
C -1.88560 -3.88300 -4.60470
C -1.37030 -3.62830 -3.34500
C -0.16090 -2.76250 -3.19570
H -4.70610 -0.42490 -0.38880
H -3.70630 -1.12040 0.88520
H -4.64120 -2.16140 -0.26340
H 0.01750 -5.29250 -1.71700
H 0.06580 -7.00050 -2.17520
H 1.27200 -6.36800 -1.05830
H 0.05280 -8.66360 -0.15540
H -0.47010 -10.29240 1.45110
H -2.15210 -10.16730 1.97000
H -0.86960 -9.69630 3.07030
H -2.46680 -7.57210 3.10110
H -3.09920 -5.35770 3.43390
H -3.69840 -4.63720 1.94270
H -2.13960 -4.11590 2.63010
H -3.99190 -4.61200 -0.37250
H -3.70070 -6.29780 -0.85480
H -5.08860 -5.42800 -1.48790
H -4.66790 -5.58700 -3.77480
H -4.51540 -5.42630 -6.10770
H -2.89810 -5.24430 -6.80860
H -3.91070 -3.82900 -6.56020
H -1.38040 -3.47330 -5.46580
H -0.01440 -2.16570 -4.09170
H 0.73720 -3.37720 -3.06240
H -0.28910 -2.06550 -2.35680
*
```

Calculated values
**Molecular weight**: 1326.26 g mol⁻¹
**E**: -333805.6413 eV
**HOMO-LUMO gap (spin up / spin down)**: 6.3 / 6.2 eV
**HOMO level (spin up / spin down)**: -13.1678 / -12.9713 eV